A cluster of 2 separate species, C6H16N2 in total at a distorted geometry, computed with wB97M-V/def2-TZVPD.

Computed properties:
Gap between HOMO and LUMO: 0.3349 Eh
Energy relative to the best compared isomer or geometry (same formula, charge and spin): 40.1 kcal/mol
SMILES: C=CNC.CCNC
E_HOMO: -0.29785 Ha
Electronic energy: -347.66087 hartree

Element x y z (Å)
N1 0.261 -1.091 -1.559
N2 0.542 1.766 2.105
C1 1.190 -1.083 -0.456
C2 0.715 2.646 -0.147
C3 -0.004 2.006 0.830
C4 -0.015 0.604 2.873
C5 -0.738 -2.091 -1.312
C6 -1.826 -2.100 -2.341
H1 -1.402 -2.145 -3.357
H2 -2.416 -3.023 -2.173
H3 -0.217 -3.066 -1.314
H4 0.160 -0.367 2.399
H5 -2.473 -1.222 -2.277
H6 -0.992 1.601 0.684
H7 0.705 -0.977 0.535
H8 0.370 0.588 3.905
H9 0.316 2.850 -1.112
H10 -0.186 -0.176 -1.601
H11 1.734 2.972 0.144
H12 -1.228 -1.974 -0.330
H13 1.738 -2.029 -0.462
H14 1.902 -0.270 -0.582
H15 -1.100 0.775 2.908
H16 1.543 1.839 2.126

natural (NBO) atomic charge list, values in e, 4 entries:
1. N -0.612
2. N -0.618
3. C -0.407
4. C -0.530